Entry 1:
{"formula": "C5H8N2", "method": "ωB97M-V/def2-TZVPD", "homo_lumo_gap_ev": 10.1, "homo_energy_ev": -9.717, "elements": ["C", "C", "C", "N", "C", "C", "N", "H", "H", "H", "H", "H", "H", "H", "H"], "xyz": [[-0.596845, 1.679680, 0.146250], [-0.631926, 0.244145, -0.329040], [0.431534, -0.333790, -1.296405], [0.320594, -1.592869, -0.550627], [-0.149135, -0.870431, 0.588128], [1.009605, -0.363878, 1.510283], [1.194927, -0.850945, 2.549525], [0.395484, 1.966676, 0.511112], [-0.874821, 2.346433, -0.673934], [-1.311929, 1.838419, 0.962306], [-1.629253, -0.026104, -0.683642], [1.402739, 0.172696, -1.175339], [0.168284, -0.416321, -2.349016], [1.086279, -2.252483, -0.452000], [-0.837231, -1.415754, 1.245644]], "forces_ev_per_a": [[0.00, 0.02, -0.07], [-0.12, 0.12, -0.14], [0.03, 0.14, -0.45], [0.04, -0.31, -0.22], [-0.11, 0.18, 0.15], [-1.40, -1.97, 1.13], [1.30, 1.09, 0.07], [-0.13, -0.06, -0.10], [0.06, 0.03, 0.10], [0.10, -0.05, -0.14], [0.08, 0.03, -0.06], [-0.14, -0.06, -0.02], [0.10, 0.10, -0.07], [-0.02, 0.37, -0.05], [0.21, 0.36, -0.14]], "nbo_charge": [-0.6170, -0.2187, -0.2150, -0.5955, -0.0744, 0.1409, -0.2702, 0.2164, 0.2188, 0.2193, 0.2170, 0.1788, 0.1982, 0.3774, 0.2241]}

Entry 2:
{"formula": "C51H48N5O3P2RbS3", "method": "ωB97M-V/def2-TZVPD", "homo_lumo_gap_ev": 4.7, "total_charge": -2, "homo_energy_ev": -1.576, "elements": ["Rb", "C", "C", "C", "C", "C", "N", "C", "C", "C", "N", "C", "C", "C", "C", "C", "C", "C", "C", "N", "C", "C", "C", "N", "C", "C", "C", "C", "O", "C", "O", "H", "H", "H", "H", "H", "H", "H", "H", "H", "H", "H", "H", "H", "H", "H", "H", "H", "H", "H", "H", "H", "H", "H", "H", "H", "H", "H", "H", "S", "P", "C", "P", "S", "C", "C", "C", "C", "C", "C", "C", "C", "C", "C", "C", "C", "C", "C", "C", "C", "C", "C", "C", "C", "C", "C", "C", "C", "H", "H", "H", "H", "H", "H", "H", "H", "H", "H", "H", "H", "H", "H", "H", "H", "H", "H", "H", "H", "O", "C", "S", "C", "N"], "xyz": [[0.754819, 0.916996, 1.397986], [-0.230105, 9.161908, 3.355913], [-0.334195, 7.736840, 2.879205], [-1.508594, 7.079533, 2.818734], [-1.606842, 5.728792, 2.327200], [-2.842737, 5.107976, 2.356764], [-3.280968, 4.045637, 1.695304], [-2.714610, 3.411687, 0.507457], [-3.805856, 2.655041, -0.230753], [-3.230372, 1.931982, -1.437845], [-3.136913, 2.871978, -2.563072], [-2.435701, 2.709835, -3.688052], [-1.238116, 2.083871, -3.911004], [-0.917420, 1.775860, -5.290740], [0.190158, 1.097710, -5.628801], [0.496874, 0.684988, -7.041536], [1.106857, 0.728677, -4.570897], [0.942875, 1.081390, -3.284265], [1.940629, 0.650238, -2.264655], [2.664386, 1.400944, -1.554295], [2.588923, 2.846885, -1.750702], [3.704088, 3.539892, -0.981244], [3.466805, 3.518560, 0.524681], [2.184726, 4.133551, 0.830088], [2.148240, 5.113130, 1.617152], [0.870995, 5.760688, 2.013872], [0.856191, 7.036544, 2.447752], [-0.379696, 4.971054, 2.037964], [-0.386719, 3.751414, 1.936531], [-0.269522, 1.784992, -2.848571], [-0.427001, 2.139627, -1.676959], [-1.092637, 9.435615, 3.965572], [-0.175557, 9.866489, 2.520258], [0.667776, 9.310112, 3.960438], [-2.422953, 7.583117, 3.128762], [-3.600559, 5.543293, 3.008155], [-4.051489, 3.550579, 2.117988], [-1.923311, 2.732069, 0.776642], [-2.259009, 4.186812, -0.111417], [-4.615498, 3.335468, -0.528366], [-4.242049, 1.910995, 0.441413], [-3.845728, 1.081032, -1.733302], [-2.237447, 1.557434, -1.207166], [-3.950819, 3.456034, -2.662664], [-2.910864, 3.158206, -4.559474], [-1.636391, 2.052230, -6.058543], [-0.329518, 0.930072, -7.710066], [0.671295, -0.392431, -7.098241], [1.397560, 1.179144, -7.418380], [1.976863, 0.128959, -4.829346], [2.055893, -0.427900, -2.166750], [1.624561, 3.215214, -1.395970], [2.655613, 3.087485, -2.817891], [3.781250, 4.578177, -1.321945], [4.656651, 3.046332, -1.189897], [4.296710, 3.989509, 1.064387], [3.403872, 2.483528, 0.867890], [3.063043, 5.535302, 2.058429], [1.805583, 7.567701, 2.490758], [-0.488792, -1.867683, -2.465844], [0.212154, -2.800313, -0.810065], [0.065573, -1.990821, 0.646437], [-0.523865, -2.758060, 1.995787], [-0.940783, -1.556882, 3.587078], [0.568661, -4.037965, 2.802225], [1.839490, -4.253219, 2.285858], [2.717729, -5.157787, 2.881295], [2.327584, -5.862621, 4.009784], [1.066291, -5.635684, 4.556257], [0.205624, -4.720762, 3.966114], [-2.106856, -3.705257, 1.723614], [-2.328827, -5.046233, 2.008867], [-3.573495, -5.633112, 1.782779], [-4.613645, -4.889698, 1.251204], [-4.394607, -3.550867, 0.928389], [-3.157878, -2.971778, 1.160655], [1.998307, -3.104851, -1.209662], [2.965843, -2.342811, -0.559445], [4.314217, -2.466200, -0.879563], [4.716923, -3.374688, -1.850559], [3.760808, -4.148400, -2.501894], [2.414651, -4.006977, -2.187182], [-0.442631, -4.534751, -0.905931], [0.246528, -5.625981, -0.381569], [-0.299300, -6.906545, -0.414484], [-1.552274, -7.113604, -0.971776], [-2.255657, -6.031669, -1.492201], [-1.704198, -4.757612, -1.460991], [2.141567, -3.683398, 1.413515], [3.708329, -5.299048, 2.463462], [3.004291, -6.570665, 4.475374], [0.764503, -6.158710, 5.457425], [-0.751790, -4.503469, 4.425479], [-1.521834, -5.660900, 2.384070], [-3.716260, -6.685087, 2.005528], [-5.579957, -5.348804, 1.070081], [-5.191542, -2.962252, 0.486130], [-2.972996, -1.939568, 0.884191], [2.645049, -1.664128, 0.222291], [5.045136, -1.855851, -0.361183], [5.768184, -3.486201, -2.093459], [4.065087, -4.860111, -3.262380], [1.673956, -4.590726, -2.721040], [1.222554, -5.480985, 0.063455], [0.258487, -7.738839, 0.001076], [-1.982964, -8.109000, -0.991251], [-3.243006, -6.178963, -1.916099], [-2.235251, -3.913320, -1.883258], [-2.573626, 1.123546, 2.662358], [-2.081259, 0.322704, 2.016277], [5.323536, 1.938553, 4.979792], [4.063473, 1.619082, 3.928845], [3.194730, 1.400193, 3.179664]], "forces_ev_per_a": [[0.44, 0.02, -0.01], [0.06, -0.04, -0.02], [0.34, 0.02, -0.04], [-0.17, -0.21, -0.01], [0.03, 0.09, -0.02], [0.04, 0.22, 0.14], [0.11, -0.34, -0.11], [-0.15, 0.27, 0.18], [0.02, -0.06, 0.03], [0.00, 0.21, -0.09], [-0.17, -0.04, 0.32], [0.06, 0.03, -0.16], [0.15, -0.12, -0.13], [-0.12, 0.10, 0.20], [0.28, -0.17, 0.06], [0.05, 0.00, 0.04], [0.01, 0.01, -0.36], [-0.10, -0.01, 0.17], [-0.08, -0.13, -0.14], [0.18, 0.23, 0.10], [-0.05, -0.06, 0.05], [-0.02, 0.03, 0.01], [-0.23, 0.04, -0.06], [0.17, -0.16, -0.05], [-0.24, 0.09, 0.11], [0.07, -0.34, -0.07], [-0.07, 0.39, 0.12], [-0.03, 0.06, -0.15], [-0.06, -0.28, 0.00], [0.06, -0.05, -0.07], [0.02, 0.05, 0.02], [0.00, -0.01, -0.03], [0.02, -0.02, 0.00], [-0.03, -0.01, 0.01], [0.03, -0.05, -0.01], [0.02, 0.00, 0.00], [-0.12, 0.09, -0.13], [0.29, -0.12, 0.10], [-0.03, 0.03, -0.01], [-0.01, -0.05, -0.01], [0.03, 0.00, 0.03], [-0.09, 0.00, -0.04], [0.02, -0.07, -0.02], [-0.07, -0.04, -0.01], [-0.01, 0.00, -0.01], [-0.01, 0.01, 0.05], [0.01, 0.01, 0.01], [-0.01, 0.02, 0.00], [-0.01, -0.01, 0.02], [-0.04, 0.03, -0.03], [-0.07, -0.02, 0.09], [0.00, 0.00, 0.00], [0.04, -0.02, -0.04], [0.01, 0.01, 0.01], [0.00, 0.01, -0.04], [0.03, 0.06, 0.04], [0.11, 0.01, 0.04], [0.00, 0.03, 0.05], [-0.04, 0.03, 0.02], [-0.01, -0.03, 0.00], [-0.02, 0.32, -0.22], [0.01, -0.72, -0.01], [0.00, 0.17, 0.47], [0.01, -0.06, -0.06], [0.01, -0.03, -0.03], [0.04, -0.03, 0.00], [-0.08, 0.06, -0.02], [-0.05, 0.04, -0.03], [0.00, 0.07, -0.07], [0.01, 0.00, 0.03], [0.00, 0.08, -0.09], [-0.02, -0.08, -0.04], [0.06, 0.04, -0.03], [0.04, 0.09, -0.01], [0.05, -0.05, 0.04], [0.04, -0.04, 0.00], [0.10, 0.09, 0.01], [0.07, -0.09, -0.03], [-0.02, -0.05, -0.03], [-0.05, 0.03, 0.07], [-0.08, 0.03, 0.05], [0.06, 0.04, -0.13], [-0.15, -0.05, -0.02], [-0.01, -0.04, 0.04], [0.05, 0.11, -0.02], [-0.04, 0.07, 0.00], [0.06, 0.04, 0.07], [0.05, -0.11, 0.02], [-0.01, -0.07, 0.06], [-0.02, 0.00, 0.00], [0.00, 0.02, 0.00], [-0.01, 0.01, -0.02], [-0.01, -0.01, -0.02], [0.00, 0.00, 0.04], [0.01, 0.01, 0.00], [0.02, 0.02, 0.00], [0.01, 0.00, 0.00], [0.01, 0.02, 0.01], [-0.03, 0.04, 0.00], [-0.02, -0.01, -0.02], [-0.02, 0.02, -0.01], [-0.01, 0.01, 0.02], [-0.02, -0.01, 0.00], [0.01, -0.01, -0.02], [0.00, 0.02, 0.00], [0.00, 0.01, -0.01], [0.01, 0.00, 0.00], [0.00, 0.00, 0.00], [-0.09, -0.14, 0.16], [-0.53, 0.34, -0.15], [-0.26, -0.02, -0.21], [0.15, 0.04, 0.02], [0.07, 0.08, 0.06]], "lowdin_charge": [0.5600, -0.0718, -0.2849, -0.0306, -0.1228, -0.0503, 0.0544, -0.1840, -0.1621, -0.1556, 0.0375, -0.0566, -0.1123, -0.0250, -0.2753, -0.0657, 0.0119, -0.1682, -0.1376, 0.0813, -0.2374, -0.1840, -0.2321, 0.0702, -0.1080, -0.0974, 0.0051, -0.3089, -0.0095, -0.3191, 0.0032, 0.0680, 0.0732, 0.0718, 0.1115, 0.1308, 0.1409, 0.0712, 0.1428, 0.1105, 0.1110, 0.1320, 0.1009, 0.1267, 0.1261, 0.1076, 0.0667, 0.0790, 0.0735, 0.1314, 0.0836, 0.0974, 0.1180, 0.1032, 0.1072, 0.1126, 0.0728, 0.1262, 0.1170, 0.1973, 0.3320, -0.6410, 0.3544, 0.2232, -0.3298, -0.0914, -0.0890, -0.1166, -0.1032, -0.1297, -0.3126, -0.0940, -0.1081, -0.1231, -0.1002, -0.1032, -0.3546, -0.1239, -0.0826, -0.1155, -0.1058, -0.1040, -0.3312, -0.0968, -0.0985, -0.1209, -0.1025, -0.1211, 0.0736, 0.0961, 0.0860, 0.0889, 0.0897, 0.0903, 0.0925, 0.0845, 0.0897, 0.0792, 0.0883, 0.1023, 0.0862, 0.0876, 0.1026, 0.0923, 0.0931, 0.0865, 0.0932, 0.0580, -0.0202, -0.2375, 0.2536, -1.0424, -0.0599]}

Entry 3:
{"formula": "C4H9Cl3Si", "method": "ωB97M-V/def2-TZVPD", "homo_lumo_gap_ev": 11.4, "homo_energy_ev": -10.924, "elements": ["Cl", "Cl", "Cl", "C", "C", "C", "C", "Si", "H", "H", "H", "H", "H", "H", "H", "H", "H"], "xyz": [[1.264091, 2.982900, -2.434029], [-0.037982, -0.070844, -3.430994], [3.262295, 0.226893, -2.952162], [-1.797201, -0.980479, 1.728743], [-0.440432, -0.377878, 1.425001], [-0.258301, 0.017734, -0.054634], [1.129378, 0.435496, -0.387212], [1.385876, 0.882198, -2.226764], [-1.938221, -1.143311, 2.796588], [-1.888003, -1.960066, 1.234937], [-2.627686, -0.297864, 1.420800], [-0.260256, 0.487426, 2.098785], [0.347473, -1.090169, 1.714935], [-0.525335, -0.840538, -0.705058], [-0.998367, 0.805213, -0.248404], [1.505363, 1.265560, 0.227278], [1.877309, -0.342272, -0.207811]], "forces_ev_per_a": [[0.04, -1.26, -0.07], [0.64, 0.58, 0.52], [-1.08, 0.49, 0.48], [-0.64, 0.17, -0.22], [0.68, 0.23, 0.38], [-1.24, -0.76, 0.62], [1.58, 0.68, -1.05], [0.23, 0.23, 0.01], [0.12, -0.05, 0.06], [-0.24, 0.38, 0.03], [0.59, -0.62, -0.01], [-0.13, -0.19, -0.56], [-0.15, 0.01, -0.18], [-0.07, 0.37, 0.43], [0.21, -0.03, -0.26], [-0.29, 0.11, -0.23], [-0.23, -0.35, 0.04]], "nbo_charge": [-0.3676, -0.3615, -0.3659, -0.6049, -0.3888, -0.4106, -0.8778, 1.4482, 0.2133, 0.2051, 0.2036, 0.1962, 0.1940, 0.2109, 0.2089, 0.2513, 0.2456]}